No. 1
DFT (ωB97M-V/def2-TZVPD) results for C47H41FN8O2SSeTeTl as an isolated structure.

- energy (Ha) = -5743.7669
- gap between HOMO and LUMO (eV) = 2.5
- charge = +1
- F_max (eV/A) = 2.672

```
103
Properties=species:S:1:pos:R:3:mulliken_charge:R:1
Tl -0.55734 -0.97413 0.44879 0.69
O 5.25875 0.44389 5.11924 -0.70
C 5.35159 -0.08334 4.00999 0.39
O 6.35713 -0.16625 3.26652 -0.75
C 4.06647 -0.68390 3.49648 -0.17
C 4.08257 -1.25610 2.19248 -1.04
C 2.83738 -1.67066 1.67415 0.69
N 1.68629 -1.35279 2.23861 -0.21
C 1.64497 -0.80594 3.43719 0.83
C 2.85184 -0.56927 4.15183 -0.23
C 0.32705 -0.69647 4.09550 0.04
C 0.09997 -1.13199 5.39166 -0.77
C -1.14386 -0.82271 5.94421 -0.59
C -2.10135 -0.18516 5.14400 -0.76
C -1.84125 0.02431 3.77026 -0.34
N -0.66560 -0.21979 3.26101 0.27
C 2.82532 -2.56659 0.51972 0.09
C 3.75763 -3.64260 0.46194 -0.82
C 3.73776 -4.54369 -0.62113 -0.61
C 2.93017 -4.20193 -1.73177 -0.63
C 2.09972 -3.09405 -1.60581 -0.30
N 1.96549 -2.32153 -0.52902 0.01
H 4.99385 -1.45414 1.62186 0.73
H 2.78379 -0.21957 5.19576 0.51
H 0.88196 -1.71362 5.86940 0.59
H -1.27926 -1.01338 7.00837 0.44
H -3.03998 0.16987 5.56164 0.45
H -2.64667 0.42071 3.11868 0.37
H 4.39157 -3.78373 1.33475 0.54
H 4.31228 -5.47244 -0.63866 0.43
H 2.95408 -4.74164 -2.68834 0.37
H 1.48392 -2.80658 -2.46156 0.46
Te 3.53026 2.38138 -0.41331 0.48
C 4.21848 1.95122 -2.43985 -0.28
C 3.78294 0.88839 -3.26489 0.01
C 4.41942 0.55390 -4.45171 -0.55
C 5.60386 1.25874 -4.82198 -0.36
C 6.08487 2.29156 -4.00981 -0.59
C 5.44826 2.54968 -2.79711 -0.38
C 2.21737 3.93911 -1.05863 0.01
C 2.20717 5.07285 -0.20993 -0.32
C 1.37340 6.17094 -0.60060 -0.62
C 0.57625 6.07342 -1.73260 -0.53
C 0.64001 4.96012 -2.59939 -0.62
C 1.47192 3.90775 -2.25692 -0.29
H 2.89792 0.32748 -2.95058 0.39
H 4.02861 -0.31973 -4.93796 0.38
H 6.06101 1.02575 -5.77414 0.36
H 6.83984 2.98462 -4.38089 0.35
H 5.84307 3.35349 -2.22811 0.40
H 2.87016 5.15165 0.67038 0.41
H 1.46026 7.04575 0.05399 0.38
H -0.01400 6.92888 -2.01059 0.43
H -0.08715 4.88330 -3.39917 0.42
H 1.61312 3.10701 -2.95446 0.53
C -2.36895 3.82909 2.39813 -1.06
C -1.54916 4.08671 3.69915 -0.31
C -0.09830 3.79681 3.65679 0.16
N 0.48606 3.27706 2.58384 -0.03
N 1.77464 2.91890 2.77939 -0.21
C 2.17102 3.19809 4.01906 0.26
N 3.46615 2.93364 4.39682 -0.37
S 0.93730 3.98486 5.03805 -0.23
H -3.40747 4.05027 2.60059 0.44
H -2.22326 2.81574 2.01783 0.02
H -2.04206 4.43454 1.54128 0.34
H -1.96049 3.51166 4.55767 0.26
H -1.68053 5.17226 3.95474 0.37
H 3.88160 2.08479 4.05972 0.07
H 3.67025 3.07900 5.38926 0.31
F -3.40465 -2.13718 -5.28343 -0.25
C -3.08333 -1.10461 -4.51930 0.42
C -3.98153 -0.71450 -3.51136 -0.47
C -3.57343 0.12878 -2.52782 -0.28
C -2.25783 0.64022 -2.54181 1.18
C -1.85029 1.55947 -1.58797 -1.03
C -1.34864 0.20331 -3.57620 -0.31
C -1.77763 -0.63967 -4.56944 -0.73
H -5.04186 -1.07793 -3.50976 0.43
H -4.24719 0.50614 -1.72534 0.38
H -2.59242 1.84338 -0.81862 0.24
H -0.86412 1.97513 -1.67893 0.36
H -0.33086 0.62357 -3.50059 0.48
H -1.10230 -0.89650 -5.39045 0.49
C -5.69055 -2.87724 0.82478 -0.95
N -4.90054 -3.68583 -0.18779 0.28
C -3.53017 -3.69791 -0.26675 -0.33
Se -2.34961 -3.33638 1.12807 -0.35
N -3.17117 -4.29350 -1.46988 0.13
C -4.32737 -4.65909 -2.16688 0.09
C -4.58992 -5.09021 -3.46031 -0.60
C -5.92081 -5.26073 -3.88848 -0.60
C -6.95682 -4.98171 -3.02605 -0.52
C -6.74764 -4.45280 -1.71919 -0.64
C -5.42213 -4.32517 -1.31207 0.84
H -5.00099 -2.35322 1.47836 0.29
H -6.27178 -3.53126 1.51783 0.35
H -6.45790 -2.29587 0.32664 0.36
H -2.22270 -4.46328 -1.79706 0.20
H -3.81136 -5.22609 -4.19655 0.45
H -6.20786 -5.54103 -4.89853 0.41
H -7.96827 -5.34137 -3.27277 0.35
H -7.54643 -4.02245 -1.05418 0.36
```

No. 2
DFT (ωB97M-V/def2-TZVPD) results for a single C4N2 molecule.

- energy (Ha) = -261.8374
- gap between HOMO and LUMO (eV) = 10.5
- F_max (eV/A) = 1.113
- SMILES = N#CC#CC#N

```
6
Properties=species:S:1:pos:R:3:mulliken_charge:R:1
N 3.12014 -0.10933 -0.10464 -0.33
C 1.97718 -0.02498 0.06975 0.00
C 0.60100 0.04159 0.17366 0.32
C -0.60443 0.05578 0.12928 0.35
C -1.97613 0.03624 -0.03503 0.00
N -3.11776 0.00070 -0.23302 -0.34
```

No. 3
DFT (ωB97M-V/def2-TZVPD) results for C44H44N10S2W as an isolated structure.

- energy (Ha) = -3113.4900
- gap between HOMO and LUMO (alpha / beta) (eV) = 5.0 / 5.6
- charge = +2
- spin multiplicity = 3
- F_max (eV/A) = 2.565

```
101
Properties=species:S:1:pos:R:3:mulliken_charge:R:1
W -0.28491 0.39111 -1.00565 -0.33
C -1.83899 3.79224 1.97315 -0.75
C -1.06077 3.10908 1.08303 -0.45
N -1.36569 1.85062 0.68327 0.59
C -2.45534 1.26565 1.24353 -0.35
C -3.25932 1.98751 2.13633 -0.40
N -2.91562 3.19700 2.51678 -0.55
C -2.38261 -0.17211 1.14537 0.03
C -2.84245 -0.96791 2.16127 -0.97
C -2.77147 -2.37268 2.08884 0.88
C -2.31433 -2.87963 0.87368 -0.67
C -1.89282 -2.03340 -0.16802 0.46
N -1.65213 -0.68561 0.08806 1.63
C -1.26941 -2.55496 -1.36394 -0.31
C -1.24525 -3.88628 -1.77559 -0.64
N -0.57314 -4.29369 -2.82449 -0.52
C 0.13078 -3.37674 -3.47601 -0.71
C 0.16483 -2.04884 -3.08412 -0.19
N -0.51348 -1.61057 -2.00819 0.49
C -3.24699 -3.23557 3.17232 0.66
C -3.45895 -2.74450 4.46867 -0.47
C -4.11604 -3.59190 5.34773 -0.49
N -4.44865 -4.87582 5.09275 -0.54
C -4.15858 -5.34311 3.87058 -0.49
C -3.57615 -4.56856 2.88506 -0.52
H -1.64376 4.81925 2.24414 0.45
H -0.15041 3.56642 0.74897 0.46
H -4.21341 1.59855 2.50683 0.54
H -3.19109 -0.45521 3.05021 0.57
H -2.23924 -3.95018 0.68514 0.36
H -1.82424 -4.67255 -1.26573 0.42
H 0.63745 -3.65275 -4.38896 0.49
H 0.75221 -1.30865 -3.61556 0.33
H -3.19395 -1.73610 4.84159 0.38
H -4.39273 -3.26117 6.32552 0.42
H -4.47741 -6.37416 3.70740 0.40
H -3.42740 -4.86960 1.86218 0.44
C 2.76064 2.75166 -5.29327 -0.72
S 0.93838 2.79335 -5.31957 0.04
C 0.52296 2.12425 -3.79621 0.45
S 1.55104 0.90110 -3.09998 -0.32
N -0.59424 2.51161 -3.21939 -1.17
N -1.23319 1.56909 -2.40225 0.95
C -2.54992 1.94844 -2.26592 -0.67
C -3.76326 1.27989 -2.65446 0.24
C -4.13736 -0.09063 -2.57216 0.28
C -5.43033 -0.50377 -2.90231 -0.51
C -6.32402 0.46598 -3.42951 -0.46
C -5.77340 1.73326 -3.73674 -0.30
N -4.60155 2.13475 -3.30097 -0.44
H 3.10218 1.82369 -5.73731 0.30
H 3.09355 2.97954 -4.28319 0.19
H 3.17864 3.59338 -5.87901 0.38
H -2.65704 2.98807 -2.47730 0.52
H -3.33556 -0.80941 -2.32344 0.35
H -5.69551 -1.56310 -2.79260 0.43
H -7.35279 0.18659 -3.74917 0.38
H -6.36571 2.40363 -4.35739 0.42
C 1.12404 5.19832 -1.69055 -1.45
C 2.02132 4.20303 -0.95873 0.63
C 3.22160 4.52528 -0.30514 -0.76
C 3.89918 3.56143 0.41371 -0.31
C 5.16133 3.92301 1.06396 -1.71
C 3.36506 2.24363 0.56401 -0.64
C 2.11458 1.90360 -0.05129 1.00
C 1.52800 2.93833 -0.79957 -0.07
N 1.39624 0.63046 0.02641 0.60
C 2.15850 -0.47872 0.76466 1.50
C 2.45464 -0.08662 2.21161 -1.76
C 3.32057 -1.17804 2.87869 0.13
C 4.60139 -1.50373 2.09578 -1.30
C 4.21608 -1.90893 0.63775 0.05
C 3.30670 -3.17208 0.74779 -1.30
C 2.05462 -2.85118 1.59975 0.29
C 2.42390 -2.42959 2.96747 -1.40
C 1.29724 -1.79988 0.83578 -1.03
C 3.43123 -0.77410 -0.04985 -1.00
H 1.62355 6.17960 -1.73692 0.44
H 0.15812 5.27221 -1.20288 0.27
H 0.88321 4.80757 -2.69394 0.23
H 3.78521 5.45659 -0.47284 0.42
H 5.98278 3.85415 0.30049 0.32
H 5.31537 3.25527 1.91293 0.39
H 5.15752 4.95680 1.45531 0.43
H 3.91506 1.54010 1.17727 0.37
H 0.57569 2.69224 -1.36725 0.30
H 1.45130 -0.08367 2.69373 0.31
H 2.91150 0.88733 2.34032 0.96
H 3.58481 -0.86759 3.88875 0.43
H 5.14174 -2.30807 2.60449 0.63
H 5.26261 -0.66570 2.19071 0.52
H 5.13953 -2.06552 0.05812 0.37
H 3.88038 -3.96063 1.23476 0.63
H 3.01435 -3.47622 -0.30082 0.35
H 1.40110 -3.70282 1.67858 0.50
H 2.89329 -3.19039 3.63504 0.45
H 1.53803 -2.09390 3.53160 0.43
H 0.40836 -1.56544 1.42260 -0.11
H 1.04863 -2.15627 -0.18647 -0.06
H 3.15282 -1.10407 -1.09590 0.22
H 4.05679 0.11767 -0.25388 0.73
```

No. 4
DFT (ωB97M-V/def2-TZVPD) results for a single C18H14FN3O molecule.

- energy (Ha) = -1033.5413
- gap between HOMO and LUMO (eV) = 8.2
- F_max (eV/A) = 2.760
- SMILES = Fc1cccnc1O/N=C1/C=C(C#Cc2ccccn2)CCC1

```
37
Properties=species:S:1:pos:R:3:mulliken_charge:R:1
F 2.98234 5.47577 -1.34946 -0.28
C 1.61823 5.46495 -1.46038 0.55
C 0.95793 6.58082 -1.99433 -0.37
C -0.42914 6.54393 -2.06278 -0.42
C -1.09957 5.41761 -1.68417 -0.26
N -0.51797 4.32702 -1.19623 -0.44
C 0.82757 4.35012 -1.02356 0.27
O 1.53600 3.25109 -0.59167 -0.08
N 0.84349 2.16626 -0.02306 -0.88
C 0.87579 1.00294 -0.61713 0.80
C 0.18367 -0.08471 0.05542 -0.65
C 0.44962 -1.36311 -0.18783 0.71
C -0.12458 -2.37141 0.65721 -0.45
C -0.65534 -3.20881 1.37861 -0.01
C -1.26698 -4.16075 2.26762 0.24
C -2.42959 -3.90611 2.96196 -0.35
C -2.99868 -4.85936 3.83433 -0.42
C -2.28307 -6.03567 4.01300 -0.34
C -1.12690 -6.25666 3.27237 -0.16
N -0.64423 -5.34238 2.41502 -0.51
C 1.41088 -1.75780 -1.29028 -0.75
C 1.48061 -0.68676 -2.39586 -0.93
C 1.77197 0.70021 -1.78565 -0.31
H 1.57832 7.42863 -2.28903 0.43
H -1.01987 7.30576 -2.50002 0.38
H -2.18667 5.44213 -1.74672 0.35
H -0.44603 0.24416 0.86966 0.44
H -2.88110 -2.91292 2.80612 0.38
H -3.96715 -4.65149 4.32611 0.37
H -2.64435 -6.88972 4.62545 0.31
H -0.58743 -7.15588 3.47233 0.40
H 1.07177 -2.72228 -1.74156 0.37
H 2.39032 -1.95095 -0.90954 0.35
H 0.56428 -0.66279 -2.94624 0.38
H 2.26711 -0.93048 -3.14772 0.32
H 1.66048 1.49745 -2.55045 0.34
H 2.83827 0.71120 -1.46154 0.24
```

No. 5
DFT (ωB97M-V/def2-TZVPD) results for a 2-piece molecular cluster, C7H6O2S overall.

- energy (Ha) = -818.9038
- gap between HOMO and LUMO (alpha / beta) (eV) = 7.7 / 7.7
- F_max (eV/A) = 3.229

```
16
Properties=species:S:1:pos:R:3:mulliken_charge:R:1
C 1.10106 -0.13823 1.33659 -0.85
C 2.09194 -0.96134 1.66306 -0.38
C 0.91703 0.06228 -0.08121 0.88
C 1.92450 -0.61374 -0.93296 -0.66
C -2.74437 0.16566 1.27550 0.82
C -0.29275 0.47168 -0.68207 -0.07
C -0.46998 0.54792 -2.20317 -1.36
O -2.31966 0.78091 2.16628 -0.40
O -3.16267 -0.39519 0.36898 -0.36
S 2.85712 -1.54391 0.12559 -0.02
H 0.34513 0.27961 1.97030 0.39
H 2.56605 -1.17661 2.60567 0.42
H -1.10678 0.96437 -0.12666 0.51
H -0.39218 -0.45285 -2.47242 0.34
H 0.20334 1.21733 -2.69759 0.33
H -1.51778 0.79213 -2.31590 0.40
```

No. 6
DFT (ωB97M-V/def2-TZVPD) results for C33H33BaF4N5O2S as an isolated structure.

- energy (Ha) = -2524.7598
- gap between HOMO and LUMO (eV) = 4.7
- charge = -2
- F_max (eV/A) = 2.915

```
79
Properties=species:S:1:pos:R:3:mulliken_charge:R:1
Ba 0.15041 -0.01676 -0.61620 1.83
C -3.45098 -1.44424 2.94259 -1.47
C -2.46811 -0.91436 1.90377 0.48
N -2.33776 0.54470 1.83280 1.08
C -3.56246 1.23752 1.47881 -0.73
C -4.17871 0.72842 0.18707 -1.03
C -1.66835 1.13738 2.98695 -1.46
C -0.17899 0.82581 3.02697 -0.68
N 0.43634 1.29926 1.80516 0.39
C 1.42082 2.19653 1.80145 -0.17
C 1.68655 2.89536 0.57235 0.19
F 0.87389 2.62381 -0.48373 -0.39
C 2.64573 3.85287 0.41268 0.39
F 2.75072 4.44841 -0.79695 -0.38
C 3.49938 4.22774 1.44469 -0.84
C 3.28491 3.56873 2.64008 0.31
F 4.08122 3.85010 3.70503 -0.38
C 2.31336 2.61182 2.82939 0.55
F 2.25796 1.99974 4.04285 -0.40
H -3.47093 -2.53577 2.88410 0.36
H -4.46557 -1.07050 2.77152 0.31
H -3.16842 -1.17038 3.96253 0.30
H -2.73910 -1.29984 0.91984 0.47
H -1.48246 -1.34250 2.07958 -1.11
H -3.31606 2.29562 1.36799 0.46
H -4.31289 1.18786 2.28904 0.37
H -3.41997 0.64325 -0.59564 0.13
H -4.94538 1.42436 -0.16507 0.47
H -4.65461 -0.24842 0.30571 0.26
H -2.13079 0.82478 3.94027 0.24
H -1.79550 2.22094 2.91774 0.59
H -0.07682 -0.26920 3.11679 -0.09
H 0.23386 1.22688 3.95298 0.54
H 4.28023 4.96195 1.31679 0.43
O 0.42907 -2.01413 0.51108 -0.13
N 0.58914 -2.62389 1.69193 0.17
C 1.67802 -2.19850 2.39921 -0.38
C 1.94285 -2.65939 3.64906 -0.77
C 1.04927 -3.59242 4.19245 -0.25
C -0.01591 -4.02906 3.45332 -0.66
C -0.29153 -3.59057 2.12231 0.12
S -1.56625 -4.18355 1.14304 -0.42
H 2.28922 -1.47811 1.86878 0.47
H 2.81509 -2.28607 4.16700 0.45
H 1.20274 -3.97819 5.19467 0.33
H -0.70859 -4.76210 3.84360 0.43
O -1.37401 0.78484 -2.15580 -0.32
C -2.17278 0.55491 -3.15420 -0.18
C -3.14067 1.51332 -3.54056 -0.42
C -4.00415 1.30305 -4.59676 -0.38
C -3.96239 0.11451 -5.33528 -0.91
C -3.02720 -0.83966 -4.96570 -0.49
C -2.13570 -0.65768 -3.90778 0.46
C -1.17605 -1.74860 -3.56473 -0.40
N -0.37779 -1.81771 -2.52335 0.60
C 0.28739 -3.03293 -2.59818 -0.79
C -0.10770 -3.69892 -3.71081 -1.01
N -1.03960 -2.87318 -4.32140 -0.04
H -3.16370 2.43074 -2.96284 0.42
H -4.72471 2.07408 -4.84882 0.36
H -4.64084 -0.06388 -6.15891 0.37
H -3.01005 -1.77247 -5.52296 0.21
H 0.97895 -3.33500 -1.82432 0.36
H 0.16352 -4.65965 -4.11382 0.41
H -1.52744 -3.06699 -5.17468 0.16
C 2.84081 0.23845 -1.73715 -2.63
C 3.66571 -0.40634 -0.79032 2.11
C 4.26086 0.27846 0.32633 -0.35
C 4.98653 -0.38153 1.30477 -0.36
C 5.20100 -1.76608 1.27011 -0.71
C 4.63730 -2.46244 0.19262 -0.36
C 3.90345 -1.82771 -0.79559 -0.54
H 2.72826 -0.26464 -2.70204 0.32
H 2.96666 1.31996 -1.82987 0.35
H 4.10907 1.35064 0.40998 0.17
H 5.39703 0.20185 2.12414 0.37
H 5.76200 -2.27349 2.04435 0.35
H 4.76555 -3.54000 0.13141 0.32
H 3.46384 -2.41940 -1.59542 0.21
```

No. 7
DFT (ωB97M-V/def2-TZVPD) results for a single C5H9NOS molecule.

- energy (Ha) = -724.0012
- gap between HOMO and LUMO (eV) = 8.9
- F_max (eV/A) = 4.740
- SMILES = C=C(C)[C@H](N)C(O)=S

```
17
Properties=species:S:1:pos:R:3:mulliken_charge:R:1
C 0.64059 0.07454 -2.00391 -0.81
C 0.03326 -0.83284 -1.30622 0.44
C -0.92979 -1.92803 -2.03083 -1.12
C -0.09169 -0.67618 0.24209 -0.15
N -1.32158 -1.27216 0.63227 -0.58
C 0.28673 0.78698 0.62465 -0.02
O -0.47617 1.76556 0.05238 -0.49
S 1.21085 1.09329 1.94213 -0.28
H 1.10051 0.98100 -1.42388 0.24
H 0.52445 0.08175 -3.08120 0.32
H -0.64614 -2.95158 -1.85059 0.31
H -0.77094 -1.69582 -3.07693 0.39
H -1.99483 -1.80116 -1.89457 0.25
H 0.47091 -1.47878 0.75893 0.45
H -1.23078 -1.12785 1.63720 0.34
H -2.17010 -0.62976 0.48552 0.24
H -1.23092 1.36337 -0.62820 0.45
```

No. 8
DFT (ωB97M-V/def2-TZVPD) results for C13H23N2NbO5P as an isolated structure.

- energy (Ha) = -1393.1420
- gap between HOMO and LUMO (eV) = 7.0
- charge = -1
- F_max (eV/A) = 3.153

```
45
Properties=species:S:1:pos:R:3:mulliken_charge:R:1
C -0.11713 1.25160 1.56108 -1.30
C 0.36426 -0.19823 1.63672 1.13
C 1.39582 -0.46732 2.51435 -0.66
C 1.83871 -1.76907 2.63959 -0.87
C 1.25480 -2.73713 1.85846 -0.12
C 0.25319 -2.49647 0.94436 0.99
C -0.39500 -3.51965 0.04674 -1.58
Nb 0.91882 -5.11153 -0.87480 0.02
N 2.70121 -4.12324 -0.63132 -0.66
O -0.78669 -6.28873 -1.33003 -0.74
C -0.38348 -7.50349 -1.58083 0.65
N -0.03014 -8.62050 -1.63571 -0.55
P 0.86701 -4.12057 -3.30473 0.30
O 0.54873 -2.65176 -3.10595 -0.62
C -0.20482 -1.18058 0.86090 -0.63
H -0.21369 1.56277 0.51513 0.30
H 0.62829 1.89390 2.04158 0.31
H -1.08429 1.35430 2.06720 0.27
H 1.86391 0.31868 3.10242 0.26
H 2.64409 -2.04633 3.31432 0.38
H 1.62460 -3.75939 1.94931 0.44
H -1.17365 -4.02154 0.65353 0.45
H -0.93075 -3.03569 -0.78561 0.36
H 1.87216 -6.55898 -1.44949 0.10
H 1.07295 -5.85634 0.79455 0.02
H 3.19881 -4.42091 0.20134 0.20
H 3.30794 -4.15344 -1.44473 0.19
H 2.21073 -4.15991 -3.80981 0.00
H -0.02214 -4.77501 -4.20610 0.02
H -1.01025 -0.91810 0.17907 0.34
C -2.06880 7.03036 1.78831 -1.13
C -1.03248 5.94453 1.58525 -0.23
O -1.41825 5.04737 0.53834 -0.32
C -1.20161 5.48351 -0.70118 0.76
O -0.70976 6.53863 -1.00741 -0.56
O -1.64414 4.55360 -1.54630 -0.31
C -1.54537 4.91790 -2.92291 -0.66
H -3.05562 6.59160 1.94369 0.30
H -1.81466 7.64690 2.65111 0.36
H -2.13644 7.67553 0.91225 0.31
H -0.95188 5.33994 2.48744 0.32
H -0.04627 6.36409 1.38576 0.33
H -0.53606 5.23708 -3.17484 0.30
H -2.26178 5.70617 -3.15355 0.29
H -1.79087 4.03543 -3.50749 0.23
```